Below is C22H33N7O4PPdS2 as an isolated structure, with properties calculated with ωB97M-V with the def2-TZVPD basis set.

Geometry as XYZ:
```
70
Properties=species:S:1:pos:R:3:forces:R:3
Pd 0.432 -0.062 -0.216 -0.23 0.03 -0.24
C 4.205 4.109 -4.021 0.00 -0.01 0.00
C 3.761 3.675 -2.650 0.01 0.00 0.01
O 2.775 2.593 -2.818 0.00 0.00 -0.02
P 1.716 2.228 -1.738 -0.02 -0.07 -0.01
S 0.596 0.713 -2.431 0.04 0.03 0.00
S 2.410 1.579 0.029 0.03 -0.01 0.15
O 0.864 3.526 -1.423 -0.01 0.01 0.01
C 0.184 4.233 -2.519 -0.01 0.00 -0.01
C -1.259 4.435 -2.141 0.01 0.00 0.01
H 4.963 4.885 -3.921 0.00 0.00 0.00
H 3.372 4.513 -4.594 0.00 0.00 0.00
H 4.638 3.273 -4.567 0.00 0.00 0.00
H 3.292 4.486 -2.091 0.00 0.00 -0.01
H 4.579 3.259 -2.064 0.00 0.00 0.01
H 0.282 3.652 -3.437 0.00 0.00 0.00
H 0.714 5.176 -2.643 0.00 0.00 0.00
H -1.772 3.477 -2.046 0.00 0.00 0.00
H -1.763 5.008 -2.919 0.00 0.00 0.00
H -1.340 4.990 -1.206 0.00 0.00 0.00
N -0.783 1.458 0.475 0.01 -0.05 -0.06
C -0.815 1.376 1.960 -0.04 -0.05 0.06
C -2.080 1.978 2.576 -0.02 0.01 0.01
C -1.913 3.381 3.156 0.01 -0.01 0.04
C -1.133 3.400 4.473 -0.01 0.01 0.02
N -1.789 2.592 5.507 -0.02 -0.01 -0.03
C -1.404 1.382 5.919 0.14 0.00 0.02
N -2.304 0.535 6.407 -0.01 0.00 0.01
N -0.123 1.016 5.904 -0.07 0.07 0.13
C -0.577 -0.079 2.418 0.21 0.05 -0.12
O -0.765 -0.360 3.584 -0.16 -0.10 -0.07
O -0.112 -0.893 1.523 0.15 0.03 0.19
H -0.471 2.372 0.151 -0.01 0.01 0.01
H -1.712 1.301 0.091 -0.01 0.03 0.01
H 0.074 1.912 2.309 0.01 0.01 -0.05
H -2.406 1.299 3.365 -0.03 0.00 -0.02
H -2.880 1.974 1.831 0.01 0.04 -0.01
H -2.897 3.825 3.324 0.00 0.00 0.00
H -1.398 4.043 2.454 -0.01 0.00 0.00
H -1.040 4.420 4.843 0.03 0.00 0.00
H -0.123 3.020 4.328 0.00 -0.01 -0.01
H -2.709 2.891 5.792 0.00 -0.01 -0.01
H -3.287 0.656 6.237 0.00 0.00 0.00
H -2.009 -0.283 6.915 -0.01 0.00 0.00
H 0.597 1.696 5.741 0.00 -0.01 -0.01
H 0.097 0.047 5.726 0.01 0.03 -0.01
N 4.484 -5.783 -1.711 0.00 0.01 0.00
C 4.591 -7.097 -2.112 0.00 0.01 0.00
C 5.687 -7.942 -2.278 0.00 -0.01 0.00
C 5.410 -9.221 -2.703 0.00 0.01 0.00
C 4.092 -9.655 -2.956 0.00 0.00 0.00
C 3.016 -8.817 -2.790 -0.01 0.01 0.00
C 3.275 -7.511 -2.358 0.00 -0.01 0.00
N 2.400 -6.476 -2.113 0.00 0.00 0.00
C 3.148 -5.475 -1.734 -0.01 -0.01 0.00
C 2.589 -4.177 -1.380 0.00 0.00 0.00
C 3.356 -3.085 -0.977 0.00 0.00 0.00
C 2.738 -1.893 -0.667 0.01 -0.01 -0.04
N 1.411 -1.749 -0.737 0.02 0.00 0.01
C 0.656 -2.795 -1.118 0.00 0.00 0.03
C 1.203 -4.009 -1.445 0.00 0.00 0.00
H 5.246 -5.183 -1.454 0.00 0.00 0.00
H 6.701 -7.617 -2.086 0.00 0.00 0.00
H 6.226 -9.916 -2.847 0.00 0.00 0.00
H 3.933 -10.671 -3.288 0.00 0.00 0.00
H 2.002 -9.141 -2.982 0.00 0.00 0.00
H 4.432 -3.138 -0.900 0.00 0.01 0.00
H 3.306 -1.027 -0.361 0.00 0.00 0.00
H -0.414 -2.638 -1.150 0.00 0.00 0.00
H 0.579 -4.836 -1.751 0.00 0.00 0.00
```
Forces are in eV/Å.

Summary:
HOMO-LUMO gap (spin up / spin down) = 0.2207 / 0.1581 Eh
Net charge = +2
Energy relative to the best compared isomer or geometry (same formula, charge and spin) = 7.6 kcal per mole
Multiplicity = 2
Energy = -76401.137 eV
E_HOMO (spin up / spin down) = -12.024 / -12.024 eV